#w
DFT (ωB97M-V/def2-TZVPD) results for a cluster of 11 separate species, C11H44N22O11 in total.

```
! wB97M-V def2-TZVPD RIJCOSX def2/J DEFGRID3
* xyz 0 1
N -1.893 -7.043 -0.417
C -1.177 -6.218 -1.145
N -0.651 -5.337 -0.384
O -1.048 -6.166 -2.337
H -1.790 -7.014 0.587
H -2.171 -7.944 -0.780
H -0.845 -5.448 0.601
H 0.138 -4.756 -0.626
N -1.726 -1.717 -3.475
C -1.175 -2.731 -2.901
N -2.007 -3.672 -2.678
O 0.006 -2.858 -2.672
H -2.654 -1.526 -3.126
H -1.045 -0.971 -3.486
H -2.915 -3.517 -3.093
H -1.777 -4.621 -2.418
N 1.984 2.252 -1.050
C 3.110 2.524 -1.544
N 3.549 1.549 -2.277
O 3.643 3.600 -1.412
H 1.616 1.317 -1.153
H 1.313 2.865 -0.609
H 3.004 0.765 -2.608
H 4.335 1.761 -2.874
N -0.574 -1.577 0.420
C -0.033 -0.350 0.150
N -0.345 0.513 1.019
O 0.542 -0.034 -0.893
H -0.630 -2.222 -0.355
H -1.194 -1.718 1.205
H -0.775 0.153 1.858
H -0.084 1.487 0.973
N -1.793 -2.320 4.769
C -2.286 -1.339 4.088
N -3.518 -1.096 4.386
O -1.688 -0.579 3.299
H -2.357 -2.493 5.590
H -0.824 -2.577 4.653
H -4.028 -1.741 4.973
H -3.909 -0.343 3.838
N 1.618 5.003 3.398
C 2.202 4.300 2.538
N 3.319 4.765 2.054
O 1.847 3.179 2.187
H 0.660 4.782 3.625
H 2.166 5.761 3.780
H 3.533 5.671 2.445
H 3.993 4.312 1.453
N -2.261 4.518 1.284
C -1.105 4.667 0.712
N -0.763 5.893 0.622
O -0.421 3.776 0.197
H -2.749 3.634 1.275
H -2.568 5.294 1.852
H -1.407 6.499 1.112
H 0.195 6.128 0.404
N -2.256 2.606 5.055
C -1.427 3.296 4.279
N -1.015 2.519 3.402
O -1.160 4.484 4.415
H -2.699 1.773 4.694
H -2.607 3.071 5.880
H -0.760 2.927 2.514
H -1.154 1.530 3.554
N 2.616 -1.348 -3.082
C 2.342 -0.878 -4.260
N 3.429 -0.824 -4.875
O 1.304 -0.421 -4.499
H 1.913 -1.258 -2.362
H 3.561 -1.694 -2.989
H 3.285 -1.012 -5.856
H 4.209 -1.248 -4.393
N 2.238 -3.311 -0.618
C 2.393 -4.547 -0.348
N 2.626 -4.687 0.964
O 2.234 -5.466 -1.120
H 2.290 -2.666 0.157
H 1.761 -2.950 -1.431
H 2.611 -5.567 1.458
H 2.664 -3.893 1.587
N -0.751 1.607 -2.984
C -2.027 1.842 -3.356
N -2.167 1.410 -4.544
O -2.875 2.221 -2.566
H -0.683 1.521 -1.980
H -0.007 1.325 -3.606
H -1.392 1.363 -5.189
H -3.082 1.236 -4.936
*
```

Output
SMILES	NC(N)=O.NC(N)=O.NC(N)=O.NC(N)=O.NC(N)=O.NC(N)=O.NC(N)=O.NC(N)=O.NC(N)=O.NC(N)=O.NC(N)=O
frontier orbital gap	7.542	eV

Listed below, in e, are the Mulliken charges computed for each atom:
1 N -0.418
2 C 0.605
3 N -0.137
4 O -0.676
5 H 0.131
6 H 0.263
7 H 0.131
8 H 0.122
9 N -0.483
10 C 0.375
11 N -0.194
12 O -0.553
13 H 0.296
14 H 0.240
15 H 0.123
16 H 0.184
17 N 0.318
18 C 0.553
19 N -0.392
20 O -0.785
21 H 0.141
22 H 0.030
23 H 0.202
24 H 0.254
25 N -0.210
26 C 0.552
27 N 0.107
28 O -0.065
29 H 0.044
30 H 0.021
31 H 0.087
32 H -0.087
33 N -0.460
34 C 0.724
35 N -0.462
36 O -0.893
37 H 0.168
38 H 0.252
39 H 0.174
40 H 0.240
41 N -0.241
42 C 0.629
43 N -0.394
44 O -0.618
45 H 0.151
46 H 0.173
47 H 0.086
48 H 0.231
49 N -0.343
50 C 0.357
51 N -0.403
52 O -0.457
53 H 0.249
54 H 0.149
55 H 0.136
56 H 0.254
57 N -0.408
58 C 0.722
59 N 0.055
60 O -0.751
61 H 0.086
62 H 0.220
63 H -0.238
64 H 0.060
65 N -0.003
66 C 0.573
67 N -0.329
68 O -0.613
69 H -0.213
70 H 0.107
71 H 0.288
72 H 0.166
73 N -0.118
74 C 0.574
75 N -0.431
76 O -0.623
77 H 0.093
78 H 0.051
79 H 0.216
80 H 0.141
81 N -0.121
82 C 0.554
83 N -0.317
84 O -0.700
85 H -0.109
86 H 0.175
87 H 0.200
88 H 0.214


#x
DFT (ωB97M-V/def2-TZVPD) results for a cluster of 11 separate species, C11H44N22O11 in total.

```
! wB97M-V def2-TZVPD RIJCOSX def2/J DEFGRID3
* xyz 0 1
N -1.030 -5.155 -3.370
C -0.557 -6.253 -3.905
N -0.154 -5.874 -5.091
O -0.491 -7.333 -3.416
H -1.005 -4.218 -3.745
H -1.415 -5.272 -2.444
H 0.570 -6.394 -5.567
H -0.300 -4.909 -5.351
N 3.145 9.160 3.309
C 3.390 7.958 3.035
N 2.260 7.304 2.964
O 4.528 7.513 2.907
H 4.006 9.687 3.265
H 2.268 9.631 3.141
H 1.372 7.645 3.306
H 2.305 6.368 2.589
N 0.281 -10.390 2.257
C 0.595 -9.959 3.411
N 0.919 -8.620 3.343
O 0.657 -10.655 4.428
H -0.174 -11.284 2.379
H 0.143 -9.862 1.407
H 0.844 -7.992 2.556
H 1.394 -8.222 4.140
N 2.015 -0.164 0.269
C 0.792 0.385 0.385
N -0.106 -0.540 0.609
O 0.464 1.557 0.531
H 2.081 -1.141 0.021
H 2.584 0.654 0.103
H 0.219 -1.456 0.886
H -0.936 -0.169 1.048
N -5.362 5.983 -2.756
C -4.446 5.204 -2.359
N -3.614 5.770 -1.490
O -4.559 3.986 -2.590
H -5.907 5.652 -3.540
H -5.471 6.895 -2.335
H -3.790 6.663 -1.051
H -2.901 5.132 -1.167
N -0.296 0.422 7.039
C -1.479 0.013 6.799
N -1.906 -0.707 7.801
O -2.180 0.168 5.774
H 0.017 0.316 7.993
H 0.244 0.674 6.223
H -1.520 -0.782 8.731
H -2.752 -1.167 7.493
N 8.208 -0.928 -7.234
C 6.991 -0.807 -6.685
N 6.909 -1.577 -5.638
O 6.159 -0.010 -7.038
H 8.545 -0.191 -7.837
H 8.937 -1.581 -6.984
H 7.690 -2.182 -5.431
H 6.031 -1.672 -5.149
N -4.197 5.364 4.961
C -5.369 5.570 4.426
N -5.578 4.676 3.532
O -6.136 6.467 4.783
H -3.740 5.937 5.656
H -3.871 4.409 4.912
H -6.415 4.938 3.031
H -5.047 3.817 3.509
N 6.554 -6.907 -0.290
C 6.720 -7.932 0.505
N 7.352 -7.462 1.562
O 6.237 -8.993 0.488
H 6.785 -5.979 0.036
H 6.083 -6.983 -1.180
H 7.543 -6.470 1.555
H 7.396 -7.973 2.432
N 2.457 6.909 -5.982
C 1.453 6.355 -5.310
N 1.768 5.968 -4.010
O 0.372 6.205 -5.808
H 3.374 6.839 -5.564
H 2.270 7.001 -6.970
H 1.166 5.501 -3.347
H 2.750 5.861 -3.803
N -10.198 -1.911 -0.744
C -9.468 -0.804 -0.910
N -8.242 -1.033 -1.095
O -9.913 0.310 -0.809
H -11.082 -1.997 -0.263
H -9.593 -2.716 -0.819
H -8.033 -1.993 -1.329
H -7.610 -0.246 -1.123
*
```

Output
SMILES	NC(N)=O.NC(N)=O.NC(N)=O.NC(N)=O.NC(N)=O.NC(N)=O.NC(N)=O.NC(N)=O.NC(N)=O.NC(N)=O.NC(N)=O
frontier orbital gap	9.163	eV

Listed below, in e, are the Mulliken charges computed for each atom:
1 N -0.393
2 C 0.618
3 N -0.364
4 O -0.609
5 H 0.159
6 H 0.200
7 H 0.217
8 H 0.173
9 N -0.409
10 C 0.627
11 N -0.394
12 O -0.666
13 H 0.241
14 H 0.213
15 H 0.186
16 H 0.203
17 N -0.365
18 C 0.609
19 N -0.400
20 O -0.652
21 H 0.242
22 H 0.192
23 H 0.165
24 H 0.212
25 N -0.460
26 C 0.628
27 N -0.443
28 O -0.656
29 H 0.221
30 H 0.263
31 H 0.196
32 H 0.252
33 N -0.371
34 C 0.663
35 N -0.414
36 O -0.678
37 H 0.221
38 H 0.166
39 H 0.182
40 H 0.231
41 N -0.357
42 C 0.672
43 N -0.428
44 O -0.689
45 H 0.179
46 H 0.231
47 H 0.173
48 H 0.219
49 N -0.397
50 C 0.635
51 N -0.366
52 O -0.621
53 H 0.211
54 H 0.164
55 H 0.161
56 H 0.214
57 N -0.387
58 C 0.653
59 N -0.386
60 O -0.655
61 H 0.204
62 H 0.147
63 H 0.229
64 H 0.196
65 N -0.365
66 C 0.614
67 N -0.374
68 O -0.566
69 H 0.139
70 H 0.200
71 H 0.141
72 H 0.210
73 N -0.397
74 C 0.582
75 N -0.384
76 O -0.602
77 H 0.186
78 H 0.240
79 H 0.211
80 H 0.163
81 N -0.369
82 C 0.615
83 N -0.349
84 O -0.645
85 H 0.226
86 H 0.132
87 H 0.161
88 H 0.229


Energy ordering: #w at the bottom, the next structure 49.2 kcal/mol above.


#w
DFT (ωB97M-V/def2-TZVPD) results for a cluster of 3 separate species, C3H13N2O3 in total.

```
! wB97M-V def2-TZVPD RIJCOSX def2/J DEFGRID3
* xyz 1 1
C 0.590 -1.174 0.948
C 1.267 -1.232 -0.402
C 1.704 0.063 -0.892
N 2.703 0.060 -1.910
O 1.190 1.144 -0.424
N -0.823 -0.499 0.736
H 1.174 -0.580 1.686
H 0.616 -2.122 1.459
H 2.232 -1.776 -0.183
H 0.816 -1.858 -1.150
H 2.846 -0.866 -2.384
H 2.864 0.948 -2.406
H -1.331 -1.029 0.110
H -0.710 0.463 0.384
H -1.312 -0.307 1.685
H -0.968 2.596 0.650
H -2.259 2.788 1.363
O -1.731 2.135 1.028
H -2.407 1.055 0.171
H -3.674 0.057 -0.309
O -2.787 0.136 -0.160
*
```

Output
frontier orbital gap	11.055	eV

Listed below, in e, are the natural (NBO) charges computed for each atom:
1 C -0.220
2 C -0.565
3 C 0.686
4 N -0.810
5 O -0.671
6 N -0.687
7 H 0.242
8 H 0.245
9 H 0.269
10 H 0.262
11 H 0.410
12 H 0.431
13 H 0.455
14 H 0.466
15 H 0.459
16 H 0.515
17 H 0.506
18 O -0.941
19 H 0.497
20 H 0.493
21 O -1.043


#x
DFT (ωB97M-V/def2-TZVPD) results for a cluster of 3 separate species, C3H13N2O3 in total.

```
! wB97M-V def2-TZVPD RIJCOSX def2/J DEFGRID3
* xyz 1 1
N -1.481 -1.010 -0.293
C -0.199 -0.378 0.140
C 0.812 -1.461 0.329
N 2.069 -1.175 0.764
C 2.494 0.101 1.305
O 0.542 -2.587 -0.064
H -1.854 -0.654 -1.172
H -2.085 -0.681 0.465
H -1.284 -2.007 -0.115
H 0.232 0.343 -0.548
H -0.381 0.249 1.003
H 2.509 -2.020 1.091
H 3.268 0.511 0.668
H 2.749 0.110 2.358
H 1.741 0.862 1.173
H -2.435 1.958 -0.384
H -2.156 2.548 0.886
O -2.350 1.670 0.530
H -0.222 0.905 -3.208
H -1.103 1.815 -2.443
O -0.866 0.902 -2.485
*
```

Output
frontier orbital gap	10.439	eV

Listed below, in e, are the natural (NBO) charges computed for each atom:
1 N -0.690
2 C -0.349
3 C 0.647
4 N -0.580
5 C -0.426
6 O -0.615
7 H 0.471
8 H 0.451
9 H 0.475
10 H 0.279
11 H 0.255
12 H 0.424
13 H 0.220
14 H 0.227
15 H 0.194
16 H 0.468
17 H 0.492
18 O -0.954
19 H 0.500
20 H 0.479
21 O -0.969


Energy ordering: #x at the bottom, the next structure 11.7 kcal/mol above.


#w
DFT (ωB97M-V/def2-TZVPD) results for a cluster of 2 separate species, C6H10ClNO in total.

```
! wB97M-V def2-TZVPD RIJCOSX def2/J DEFGRID3
* xyz 0 1
C 0.145 -1.351 3.102
C -0.573 -1.368 1.937
C -0.257 -0.591 0.786
C 0.959 -0.291 0.313
O 2.154 -0.297 0.899
H -0.130 -2.053 3.933
H 1.084 -0.779 3.135
H -1.528 -1.766 2.086
H -1.130 -0.443 0.161
H 1.009 0.308 -0.588
H 2.045 -0.684 1.791
C -1.538 0.711 -2.399
N -0.178 1.026 -2.591
C 0.599 1.694 -1.953
Cl 2.258 1.878 -2.518
H -1.459 -0.306 -2.441
H -1.784 0.862 -1.369
H -2.040 1.205 -3.154
H 0.364 2.245 -1.131
*
```

Output
SMILES	C=C/C=C\O.C/N=C/Cl
frontier orbital gap	9.239	eV

Listed below, in e, are the natural (NBO) charges computed for each atom:
1 C -0.412
2 C -0.200
3 C -0.394
4 C 0.209
5 O -0.646
6 H 0.213
7 H 0.153
8 H 0.206
9 H 0.211
10 H 0.175
11 H 0.482
12 C -0.428
13 N -0.395
14 C 0.099
15 Cl -0.048
16 H 0.217
17 H 0.171
18 H 0.223
19 H 0.165


#x
DFT (ωB97M-V/def2-TZVPD) results for an isolated molecule of C6H10ClNO.

```
! wB97M-V def2-TZVPD RIJCOSX def2/J DEFGRID3
* xyz 0 1
C 0.598 1.869 -0.437
N 0.266 0.723 0.429
C -1.145 0.262 0.594
C -0.924 -1.257 0.545
C 0.502 -1.448 1.186
C 1.034 -0.469 0.117
Cl 2.844 -0.162 0.070
C 0.540 -1.146 -1.260
O -0.759 -1.630 -0.841
H 1.733 1.736 -0.544
H -0.111 2.133 -1.254
H 0.665 2.784 0.155
H -1.704 0.550 -0.331
H -1.510 0.721 1.468
H -1.804 -1.838 0.859
H 0.518 -1.015 2.134
H 0.985 -2.395 1.202
H 0.425 -0.173 -1.959
H 1.301 -1.837 -1.756
*
```

Output
SMILES	CN1C[C@@H]2C[C@@]1(Cl)CO2
frontier orbital gap	9.622	eV

Listed below, in e, are the natural (NBO) charges computed for each atom:
1 C -0.467
2 N -0.484
3 C -0.244
4 C 0.087
5 C -0.455
6 C 0.193
7 Cl -0.060
8 C -0.133
9 O -0.531
10 H 0.239
11 H 0.194
12 H 0.203
13 H 0.195
14 H 0.207
15 H 0.215
16 H 0.223
17 H 0.229
18 H 0.179
19 H 0.211


Energy ordering: #x at the bottom, the next structure 37.3 kcal/mol above.